Entry 1:
34
Properties=species:S:1:pos:R:3:forces:R:3 method="wB97M-V/def2-TZVPD" charge=0 e_above_lowest_kcal_mol=70.5 smiles="NCC(=O)N[C@@H](Cc1c[nH]c2ccccc12)C(=O)O" fmax_ev_per_a=4.82 e_homo_ev=-8.09 lumo_ev=0.5 energy_ha=-894.3235
O -1.750169 1.724569 2.013879 -0.2 -0.2 0.6
O -1.015379 3.850279 1.938056 -0.2 -1.7 -0.7
O 2.576708 0.625638 -0.262637 -1.0 -0.2 3.0
N 0.790446 0.918730 1.235466 2.4 -0.5 -1.4
N -3.199129 -0.890732 -1.281757 1.6 -2.1 -1.1
N 2.416026 0.049988 3.306809 -1.8 -1.4 1.1
C -1.701843 -2.927044 -2.054684 -0.1 1.7 -0.5
C 2.097266 0.469939 0.891452 -0.1 1.1 -2.8
C 0.168660 2.150515 0.529866 -2.0 -1.9 2.6
C -0.936003 2.696174 1.578325 1.8 0.4 -0.8
C 2.990464 -0.137676 2.000476 0.7 2.2 0.3
C 0.696542 -2.187331 -2.119443 0.6 0.2 0.0
C -1.516439 0.601557 -1.011706 3.9 2.2 1.9
C -0.477589 1.815588 -0.819295 -1.5 -0.6 -0.9
C -0.931795 -0.655958 -1.246637 -1.1 -2.3 -2.3
C -2.030873 -1.617162 -1.569601 2.7 0.7 1.0
C 0.374793 -0.902067 -1.614305 2.0 -1.5 0.1
C -0.301648 -3.172606 -2.265402 -1.2 1.7 -0.1
C -2.812608 0.422774 -0.980240 -4.4 -0.2 0.2
H -2.541315 -3.519005 -2.513315 1.2 0.1 0.8
H -0.990118 2.735885 -1.207999 0.8 -0.6 0.3
H 1.230941 -0.198474 -1.407091 -1.3 -0.8 -0.6
H 3.873007 0.568583 2.048715 -0.8 -0.7 -0.6
H 1.765173 -2.429173 -2.503923 -2.0 0.5 1.0
H -4.002571 -1.227011 -1.811925 -0.1 0.9 0.7
H 0.714182 0.675545 2.212338 -0.7 1.1 0.4
H 0.050150 -4.051752 -2.722471 -0.1 -1.3 -0.4
H 3.073842 0.186069 4.057603 0.2 0.0 -0.1
H -1.392915 0.820836 1.881347 -0.2 0.8 -0.5
H 1.734729 -0.677256 3.626708 1.1 0.7 -0.6
H 0.379461 1.526753 -1.458572 -0.7 0.5 0.0
H 3.428989 -1.093837 1.753320 -0.4 -0.5 -0.3
H -3.687731 0.964344 -0.635465 0.6 0.9 -0.3
H 0.926747 2.883318 0.412110 0.6 0.7 -0.1



Entry 2:
35
Properties=species:S:1:pos:R:3:forces:R:3 method="wB97M-V/def2-TZVPD" charge=0 e_above_lowest_kcal_mol=0.0 smiles="CC1=NN(C(N)=S)C(=O)[C@@H]1/N=N/c1ccc(C)cc1C" fmax_ev_per_a=2.68 e_homo_ev=-8.20 lumo_ev=-0.4 energy_ha=-1251.5537
S -6.375628 0.218105 -0.729217 -0.4 0.0 -0.2
O -2.603963 1.438098 1.554726 0.2 -0.2 0.0
N -5.086775 2.017618 0.679665 0.5 0.0 0.2
N 0.407522 -0.679826 0.845769 -2.6 -0.5 0.4
N -0.613917 -0.396955 0.165993 1.5 0.0 0.2
N -3.928714 0.060569 0.251930 0.3 0.7 0.5
N -3.831576 -1.174091 -0.333248 -0.1 -1.1 -0.5
C 3.241159 1.053843 -0.772238 0.1 -0.1 0.0
C 0.819193 1.475025 -1.205578 0.0 0.2 -0.1
C 1.648090 -0.297318 0.406672 1.5 0.6 -0.7
C 1.916035 0.729061 -0.524977 -0.2 -0.3 0.3
C 2.715613 -0.951627 1.040063 -0.3 0.1 -0.1
C -2.250220 -2.999958 -0.571916 -0.1 0.0 -0.1
C -5.095231 0.808212 0.102616 -0.6 0.1 -0.2
C 4.298919 0.388541 -0.167957 -0.1 -0.1 0.1
C -2.789561 0.406916 0.950614 0.1 0.3 0.1
C 4.017282 -0.628440 0.744317 0.1 0.1 -0.1
C -1.847381 -0.785358 0.798495 -0.2 -0.5 0.5
C 5.715370 0.767695 -0.462880 0.0 0.0 0.0
C -2.696694 -1.685174 -0.072002 0.2 0.5 0.2
H -2.013219 -3.659852 0.261824 0.0 -0.1 0.0
H 4.829170 -1.152528 1.226808 0.1 -0.1 0.0
H 0.350180 0.847388 -1.962662 -0.1 0.1 0.0
H -1.344643 -2.873941 -1.165034 0.1 0.0 0.0
H 1.200861 2.376847 -1.679241 0.1 0.0 0.0
H 5.785106 1.334567 -1.387827 0.1 0.0 0.0
H -4.280062 2.336442 1.202000 -0.1 0.0 -0.1
H -5.916559 2.579220 0.603567 0.0 -0.1 -0.1
H 6.343119 -0.117736 -0.539821 0.1 0.0 0.0
H 2.482286 -1.728994 1.751507 0.0 0.0 0.1
H 6.108846 1.384788 0.345687 0.1 0.0 0.0
H -3.031465 -3.443802 -1.181163 0.0 -0.1 0.0
H 0.038862 1.739921 -0.491530 0.0 0.1 -0.1
H -1.668072 -1.236717 1.787871 0.0 0.1 -0.1
H 3.456065 1.849469 -1.472844 0.0 0.1 -0.1



Entry 3:
48
Properties=species:S:1:pos:R:3:forces:R:3 method="wB97M-V/def2-TZVPD" charge=-1 fmax_ev_per_a=8.20 e_homo_ev=-6.50 lumo_ev=0.7 energy_ha=-3181.3982
S 0.277946 3.548124 1.469542 -0.3 2.4 -0.2
S 4.337345 1.924624 -0.336180 -4.8 -2.7 1.3
S -2.263323 -2.215933 2.081800 0.9 -0.9 -0.7
Al 3.835767 -5.925634 2.260393 -0.1 -0.1 0.2
F 1.669571 0.718844 3.314061 -4.3 -2.7 -1.4
F 2.499778 -6.586802 3.270950 1.7 0.8 -1.2
F 5.187022 -7.114751 2.198837 -1.6 1.4 0.0
F -0.439065 -0.310588 4.054004 3.1 1.3 -4.0
F 4.425751 -4.383323 2.979482 -0.7 -1.8 -0.9
F 0.873632 -1.342484 2.350240 -1.5 4.7 1.8
F 3.230835 -5.617454 0.592317 0.7 -0.3 1.8
O -0.354886 -3.015003 0.150126 -0.2 -3.1 1.6
O 1.320202 4.467956 2.147915 -4.5 -4.0 -2.5
O 1.161124 2.590819 0.371686 -3.9 0.5 2.5
O -0.287790 2.244535 2.411628 1.1 1.1 -1.3
O -1.003871 4.142893 0.839672 5.0 -2.2 2.2
N 0.043652 -5.274901 0.583553 1.1 3.5 -2.6
N -0.927098 -4.971101 1.564140 1.2 6.9 -4.3
N 1.715698 0.365077 0.010952 5.1 5.2 1.2
C 0.436138 -0.023531 2.859694 1.6 -1.9 1.1
C 0.464583 -4.140187 -0.325528 -4.2 -2.5 5.6
C 0.488632 1.250686 0.314369 1.4 -1.7 -2.7
C -1.300823 3.880880 -2.490908 0.2 -0.5 -0.7
C -0.702226 2.592609 -3.310714 0.5 -0.8 -0.2
C -1.979080 0.702382 1.624332 0.4 -0.5 0.6
C 0.386444 1.688304 -2.418746 -0.5 -0.4 -1.1
C -0.359356 1.047273 -1.109740 0.2 -0.3 0.5
C -1.857727 1.543655 -3.851994 0.1 -0.4 -0.4
C -0.345440 0.910411 1.724252 -0.1 1.9 0.9
C -2.452811 -0.718616 0.963768 -1.0 0.6 -1.5
C -1.173668 -3.507617 1.273688 2.4 -2.3 -2.0
C 2.859515 1.130526 0.001872 -1.5 -2.3 -1.5
H 1.242734 -4.067605 -1.196310 -1.8 -0.1 2.2
H -3.624213 -0.614498 0.758074 2.6 -0.3 0.5
H -2.470789 1.025357 -2.990024 1.2 1.2 -1.6
H -2.390567 0.769214 2.741839 1.1 -0.2 -2.4
H -1.436240 1.493558 -0.995757 2.1 -1.0 -0.2
H -1.726764 4.669401 -3.275353 0.9 -1.7 1.8
H -2.619926 2.054481 -4.581566 1.4 -0.8 1.5
H 1.383086 2.260419 -2.202074 -2.1 -0.9 -0.2
H 0.682334 0.790711 -3.148922 -0.5 1.9 1.7
H -0.413556 4.366119 -1.880275 -2.1 -0.9 -1.1
H -2.413701 1.663136 1.080927 1.0 -2.2 0.9
H -1.359492 0.651519 -4.465690 -0.9 2.0 1.3
H -1.971822 -0.978095 -0.070847 -0.8 0.7 2.1
H -0.093971 2.942402 -4.266605 -1.3 -0.5 2.0
H -0.369434 -0.134431 -1.281130 -0.3 2.7 0.7
H -2.184152 3.506640 -1.795750 2.0 1.0 -1.3



Entry 4:
50
Properties=species:S:1:pos:R:3:forces:R:3 method="wB97M-V/def2-TZVPD" charge=0 e_above_lowest_kcal_mol=6.1 smiles="BrC(Br)Br.ClC(Cl)Cl.ClC(Cl)Cl.ClC(Cl)Cl.O=C1OCCO1.O=C1OCCO1.O=C1OCCO1" fmax_ev_per_a=5.10 e_homo_ev=-10.79 lumo_ev=-1.0 energy_ha=-13045.8099
Br -0.941727 -1.292548 0.160415 -0.3 1.3 1.5
Br -2.851580 1.119035 1.533149 1.1 -1.1 0.1
Br -1.769435 -1.437602 3.314899 0.4 1.1 -1.0
Cl 1.180405 -7.233275 3.148968 0.3 0.4 -0.1
Cl 4.479071 2.759536 3.169557 0.5 -1.2 0.0
Cl 2.763314 -5.620082 5.031607 -0.3 0.0 -1.2
Cl 4.929478 0.223636 4.661902 0.2 0.4 -0.6
Cl 3.083631 -5.253016 2.074457 -0.3 -0.1 0.4
Cl 6.756376 0.974805 2.448452 -1.1 -0.1 0.2
Cl -0.225240 6.299743 -2.963300 1.0 -0.6 0.8
Cl 1.027291 4.192406 -1.193198 -0.1 0.6 -0.5
Cl 2.441951 5.250984 -3.595004 -0.7 0.2 1.1
O -3.704692 2.429739 -3.775167 -2.3 1.4 0.7
O 0.882762 2.705992 7.821403 -0.7 0.9 -0.3
O -2.472918 -6.460637 -5.954213 4.0 -0.5 2.2
O -0.974136 -7.340203 -4.439900 0.1 -1.7 0.6
O -0.595960 -5.386543 -5.313936 1.2 0.7 -0.5
O -4.735204 1.032627 -5.221947 -0.9 2.0 0.6
O 1.278088 4.673735 6.868652 1.7 2.3 1.3
O -5.937585 2.628043 -4.101223 1.5 -0.3 -0.5
O -0.168653 3.383235 5.979060 -1.8 -0.4 -1.3
C -3.486191 0.472829 -4.984722 1.5 0.3 -0.2
C 5.081969 1.015532 3.069082 -0.4 0.9 0.6
C 0.611578 5.556876 6.010934 0.0 0.4 -1.2
C -1.392823 -6.438723 -5.316606 -4.7 0.6 -1.9
C -4.874020 2.128147 -4.349604 -2.5 -0.7 -0.2
C -1.341426 -0.168452 1.834903 -1.1 -0.7 -0.5
C 0.436601 -5.578643 -4.348901 0.3 0.5 0.3
C -2.742731 1.650119 -4.306380 2.7 -2.0 0.0
C -0.227171 4.586729 5.213912 -1.7 -0.1 -0.2
C 0.612534 3.553792 7.009448 1.9 -2.8 1.0
C 0.328960 -7.025587 -3.926520 -0.3 0.9 -0.5
C 1.960181 -5.653583 3.376558 0.0 -0.1 1.2
C 1.299554 5.626470 -2.215211 -0.1 0.0 -1.1
H 0.197958 -4.934360 -3.502710 0.3 0.3 -0.1
H 1.761622 6.397581 -1.598786 -0.2 -0.2 -0.2
H -1.277591 4.876988 5.192538 0.0 0.1 -0.2
H 1.254581 6.068514 5.294792 0.6 -0.1 0.5
H -3.669962 -0.457271 -4.446910 0.6 0.1 0.4
H 1.432580 -5.403788 -4.755778 -0.3 0.5 -0.1
H -0.494431 0.474178 2.075147 0.0 -0.6 -0.1
H 1.172514 -4.905571 3.466883 0.3 -0.1 -0.4
H -2.913037 0.288683 -5.893397 -0.5 -0.4 -0.3
H 1.109029 -7.613605 -4.410072 -0.3 -0.4 0.2
H -2.119045 2.234868 -4.982539 -0.2 -0.1 -0.5
H 0.078883 6.332451 6.561224 -0.2 -0.3 0.1
H 4.337673 0.528372 2.439174 0.7 0.0 -0.2
H 0.089810 4.398625 4.188123 0.3 -0.1 0.2
H 0.385165 -7.016062 -2.838017 -0.3 -0.9 -0.1
H -2.057996 1.355281 -3.511197 -0.1 -0.3 0.1



Entry 5:
34
Properties=species:S:1:pos:R:3:forces:R:3 method="wB97M-V/def2-TZVPD" charge=0 e_above_lowest_kcal_mol=2.3 fmax_ev_per_a=4.12 e_homo_ev="-8.34 / -8.22" lumo_ev="-1.9 / -0.8" energy_ha=-1727.6402
Pb 1.151708 -0.424119 0.027137 -0.5 -1.1 2.4
Cl 2.866191 0.818403 1.393809 -0.2 0.0 0.2
Cl 2.061496 -2.749027 0.247651 -0.2 0.0 0.1
N -0.168561 0.093819 7.877640 -0.1 -0.2 -2.7
N -0.123197 -0.283055 2.504747 0.1 0.0 0.0
C -0.689413 -0.369115 -4.552083 0.1 0.0 -0.1
C 0.478071 -0.712674 -3.632230 0.0 0.4 0.3
C -0.192026 0.007062 6.709855 0.0 0.2 2.5
C -1.730530 0.979672 -2.646254 -0.8 -0.1 -0.7
C -0.507705 0.855500 3.084378 -0.1 -0.2 0.6
C 0.222500 -1.333399 3.253927 -0.1 0.1 0.4
C 0.195591 -1.290228 4.649636 0.0 0.1 -0.3
C -0.434836 0.871717 -1.953234 -1.3 0.4 2.4
C -0.203536 -0.101722 5.271257 0.0 0.0 -0.5
C 2.098127 0.175911 -1.749136 -1.4 1.4 -3.4
C -0.588703 0.985656 4.475018 0.1 -0.1 -0.3
C -1.969859 -0.038188 -3.787758 0.1 0.0 0.1
C 0.735335 0.430853 -2.600267 3.5 -1.3 -1.8
H -0.399769 0.499241 -5.153279 0.0 0.0 -0.1
H -0.759099 1.705099 2.434856 0.1 -0.5 0.2
H 2.693109 -0.635319 -2.177351 0.0 0.3 0.1
H 0.274740 -1.652345 -3.104631 0.0 0.1 0.1
H -0.355340 1.444803 -1.019871 0.0 0.2 -0.6
H 1.007125 1.320845 -3.203352 0.2 0.0 -0.2
H 2.613379 1.129890 -1.630576 0.2 -0.4 0.2
H 0.555257 -2.240806 2.732995 -0.2 0.4 0.1
H -1.780874 1.994998 -3.092880 0.0 -0.2 0.2
H 0.495844 -2.166423 5.219107 -0.1 0.3 0.0
H -2.700583 0.381171 -4.488700 0.0 -0.1 0.2
H 1.382212 -0.867535 -4.232337 -0.1 0.0 0.2
H -0.929787 1.921458 4.910128 0.1 -0.2 0.0
H -2.395842 -0.963589 -3.381393 0.1 0.1 0.0
H -2.569588 0.925608 -1.936879 0.3 0.1 -0.1
H -0.864835 -1.197464 -5.251530 0.0 0.2 0.1



Entry 6:
37
Properties=species:S:1:pos:R:3:forces:R:3 method="wB97M-V/def2-TZVPD" charge=0 e_above_lowest_kcal_mol=0.0 smiles="O=C1CCCN1CCCNS(=O)(=O)c1ccc(F)cc1F" fmax_ev_per_a=0.88 e_homo_ev=-9.53 lumo_ev=0.7 energy_ha=-1438.1379
S 0.032689 -0.633664 -1.444340 -0.3 -0.1 0.2
F -2.153068 -2.141874 -0.042900 -0.1 0.1 0.0
F -4.811036 1.549220 1.077089 0.1 0.0 0.0
O 0.496763 0.678805 1.414781 -0.2 0.1 0.3
O -0.314367 -1.429608 -2.578757 -0.1 -0.3 0.0
O 0.927387 0.470249 -1.688532 0.0 0.3 0.1
N 0.646525 -1.624977 -0.244047 -0.7 0.4 -0.2
N 2.724059 0.253997 1.283792 0.3 -0.2 -0.1
C 2.056410 -1.912859 -0.463021 0.6 -0.3 -0.4
C -3.510749 -0.322429 0.530735 0.1 0.1 0.0
C -1.454629 0.016893 -0.681630 0.7 -0.6 -0.2
C 2.072276 2.353483 0.557582 0.0 0.0 -0.1
C -3.709117 1.047054 0.497577 0.2 -0.1 -0.1
C -2.815217 1.911664 -0.112195 -0.1 0.0 0.0
C -2.367171 -0.822064 -0.069537 -0.3 0.0 0.1
C 2.814624 -2.198711 0.830750 -0.3 0.3 -0.1
C 3.949876 0.881325 0.842997 0.3 0.1 0.0
C 2.687210 -1.063471 1.863404 -0.1 -0.3 0.1
C 1.631321 1.021997 1.121919 -0.1 0.3 0.1
C -1.683593 1.379406 -0.702802 -0.1 0.0 0.1
C 3.455501 2.050281 -0.014585 0.0 0.1 0.0
H 4.526506 1.227394 1.711983 0.0 -0.1 -0.1
H 2.437940 -3.115479 1.284352 0.1 -0.1 0.0
H 1.368329 2.699054 -0.194381 -0.1 0.0 0.1
H 4.564393 0.176731 0.278663 0.0 0.0 0.0
H 1.732286 -1.145077 2.390609 0.1 0.0 0.0
H -3.009066 2.971909 -0.112458 0.0 0.1 0.0
H -4.218599 -0.978002 1.011425 0.0 -0.1 0.0
H 2.107924 3.081011 1.371700 0.0 0.0 0.0
H 3.340951 1.726677 -1.048970 0.1 0.0 0.0
H -0.950961 2.004721 -1.185779 0.1 0.2 0.0
H 0.497391 -1.119072 0.624526 -0.1 0.2 0.2
H 4.129895 2.903184 0.019623 0.0 0.0 0.0
H 2.105999 -2.781703 -1.124889 0.2 0.1 0.1
H 3.493205 -1.150269 2.599817 -0.1 0.0 0.0
H 2.521699 -1.064569 -0.983408 0.1 -0.2 0.1
H 3.863769 -2.353129 0.572256 0.0 -0.1 0.0